#w
Molecular formula: C5H10
Method: DFT, wB97M-V/def2-TZVPD

As for the structure (SMILES): C=CC.C=C.

Geometry as ORCA input:
```
! wB97M-V def2-TZVPD RIJCOSX def2/J DEFGRID3
* xyz 0 1
C -1.790 0.001 0.386
C -0.783 0.267 1.229
C -0.162 1.620 1.405
H -2.404 -0.931 0.419
H -2.162 0.719 -0.377
H -0.455 -0.469 1.870
H -0.273 1.982 2.446
H -0.628 2.318 0.721
H 0.941 1.562 1.217
C 1.643 -0.876 -1.073
C 0.952 -1.476 -2.044
H 2.568 -1.309 -0.635
H 1.323 0.029 -0.603
H 1.153 -2.411 -2.450
H 0.078 -1.027 -2.511
*
```

Which charges does Mulliken predict for the atoms? In e, they are: -0.7149 0.0203 -0.9408 0.2346 0.1987 0.3815 0.3065 0.2912 0.2381 -0.2673 -0.5344 0.2001 0.1073 0.2678 0.2111

***

#x
Molecular formula: C5H10
Method: DFT, wB97M-V/def2-TZVPD

Geometry as ORCA input:
```
! wB97M-V def2-TZVPD RIJCOSX def2/J DEFGRID3
* xyz 0 1
C -0.858 1.467 -0.719
C -0.273 0.197 -0.805
C -0.426 -0.830 0.192
C 2.627 -0.046 0.283
C -1.611 -0.948 0.836
H -1.574 0.607 -1.101
H -1.332 1.895 0.182
H -0.378 2.208 -1.343
H 0.221 -1.632 0.519
H 2.012 0.752 0.694
H 3.532 0.389 -0.140
H 2.086 -0.558 -0.508
H -2.531 -0.458 0.543
H -1.715 -1.776 1.524
H 2.938 -0.750 1.056
*
```

Which charges does Mulliken predict for the atoms? In e, they are: -0.6353 -0.2441 0.2320 -0.9928 -0.9683 0.2662 0.3029 0.2356 0.2913 0.2336 0.2902 0.2563 0.2267 0.2506 0.2551

***

#y
Molecular formula: C5H10
Method: DFT, wB97M-V/def2-TZVPD

Geometry as ORCA input:
```
! wB97M-V def2-TZVPD RIJCOSX def2/J DEFGRID3
* xyz 0 1
C 1.677 0.238 0.543
C 1.001 -0.987 0.059
C -0.761 -0.623 -0.622
C -1.088 0.778 -0.808
C -1.666 0.055 0.389
H 1.719 0.374 1.627
H 2.583 0.552 0.019
H 0.885 1.311 0.164
H 1.470 -1.472 -0.804
H 0.654 -1.688 0.818
H -0.939 -1.502 -1.241
H -1.546 1.350 -1.617
H -0.081 1.473 -0.385
H -1.176 0.314 1.335
H -2.732 -0.172 0.522
*
```

Which charges does Mulliken predict for the atoms? In e, they are: -0.7786 -0.5430 -0.1984 -0.2464 -0.6296 0.2668 0.3131 0.0830 0.3327 0.3174 0.3642 0.3382 -0.0723 0.1894 0.2634

***

Which one sits at the top of the stability order? #w does.

***

#w
Molecular formula: C5H9NO2
Method: DFT, wB97M-V/def2-TZVPD

As for the structure (SMILES): O[C@@H]1[C@H](O)[C@@H]1N1CC1.

Geometry as ORCA input:
```
! wB97M-V def2-TZVPD RIJCOSX def2/J DEFGRID3
* xyz 0 1
O 2.081 0.854 0.728
C 1.244 -0.199 1.323
C 0.837 -1.323 0.295
O 1.461 -0.913 -1.018
C -0.120 -0.267 0.807
N -0.684 0.802 -0.014
C -1.142 0.177 -1.326
C -2.101 1.035 -0.474
H 1.373 1.529 0.635
H 1.569 -0.292 2.496
H 0.971 -2.378 0.489
H 2.464 -0.308 -0.869
H -0.879 -0.866 1.263
H -1.008 0.512 -2.398
H -1.235 -0.912 -1.063
H -2.737 0.558 0.197
H -2.094 1.990 -1.070
*
```

Which charges does Mulliken predict for the atoms? In e, they are: -0.5526 -0.2165 -0.2738 -0.5854 0.1648 -0.3956 -0.6074 -0.3178 0.3539 0.2319 0.3376 0.3629 0.3734 0.2436 0.2858 0.3579 0.2372

***

#x
Molecular formula: C5H9NO2
Method: DFT, wB97M-V/def2-TZVPD

As for the structure (SMILES): C[C@@H]1C([N+](=O)[O-])[C@H]1C.

Geometry as ORCA input:
```
! wB97M-V def2-TZVPD RIJCOSX def2/J DEFGRID3
* xyz 0 1
C 1.512 -1.404 -0.189
C 0.899 0.018 -0.092
C -0.111 0.382 1.020
N -0.809 -0.579 1.812
O -1.022 -0.298 2.965
O -1.134 -1.627 1.303
C -0.479 0.330 -0.474
C -0.947 1.439 -1.318
H 0.668 -2.064 -0.469
H 1.992 -1.670 0.795
H 2.297 -1.318 -1.016
H 1.796 0.652 -0.097
H -0.118 1.382 1.416
H -1.042 -0.622 -0.714
H -1.229 1.166 -2.372
H -0.316 2.337 -1.490
H -1.957 1.876 -1.081
*
```

Which charges does Mulliken predict for the atoms? In e, they are: -1.1386 -0.0931 -0.4111 1.0027 -0.6203 -0.5806 0.3018 -1.4965 0.3023 0.2707 0.3404 0.3540 0.4707 0.2859 0.3503 0.3259 0.3355

***

#y
Molecular formula: C5H9NO2
Method: DFT, wB97M-V/def2-TZVPD

Geometry as ORCA input:
```
! wB97M-V def2-TZVPD RIJCOSX def2/J DEFGRID3
* xyz 0 1
O 2.640 0.752 -0.489
C 1.920 1.583 -1.135
O 0.648 1.710 -1.137
C -0.968 -0.705 -0.799
C 0.326 -0.927 -0.111
C 0.382 0.178 1.019
C -0.516 0.200 2.042
N -2.001 -1.471 -0.031
H 2.384 2.114 -1.954
H -0.993 -0.787 -1.885
H 0.340 -1.908 0.304
H 1.195 -0.813 -0.674
H 1.105 0.969 0.862
H -0.528 0.920 2.869
H -1.382 -0.463 1.940
H -2.909 -1.339 -0.533
H -1.642 -0.013 -0.288
*
```

Which charges does Mulliken predict for the atoms? In e, they are: -0.6520 0.0387 -0.5973 -0.1458 -0.7321 -0.0077 -0.8455 -0.4121 0.4643 0.4241 0.4550 0.3688 0.3083 0.2863 0.3645 0.3015 0.3810

***

Which one sits at the top of the stability order? #x does.

***

#w
Molecular formula: C5H9NO2
Method: DFT, wB97M-V/def2-TZVPD

As for the structure (SMILES): CNC(=O)CCC=O.

Geometry as ORCA input:
```
! wB97M-V def2-TZVPD RIJCOSX def2/J DEFGRID3
* xyz 0 1
C -0.445 1.398 -2.467
N 0.549 1.369 -1.399
C 0.358 0.861 -0.154
O 1.339 0.802 0.586
C -1.001 0.386 0.256
C -1.000 -1.137 0.465
C -0.163 -1.537 1.651
O 0.626 -2.432 1.663
H -1.253 2.090 -2.183
H -0.051 1.695 -3.431
H -0.987 0.461 -2.590
H 1.455 1.672 -1.646
H -1.292 0.881 1.186
H -1.754 0.704 -0.456
H -2.010 -1.529 0.566
H -0.610 -1.630 -0.434
H -0.447 -0.932 2.544
*
```

Which charges does Mulliken predict for the atoms? In e, they are: -0.9337 -0.1256 0.4465 -0.6713 -0.6346 -0.4542 0.0273 -0.4657 0.3189 0.3149 0.2978 0.2596 0.3625 0.3491 0.3883 0.2344 0.2856

***

#x
Molecular formula: C5H9NO2
Method: DFT, wB97M-V/def2-TZVPD

As for the structure (SMILES): CC(=O)[C@@H](C)C(N)=O.

Geometry as ORCA input:
```
! wB97M-V def2-TZVPD RIJCOSX def2/J DEFGRID3
* xyz 0 1
C -1.996 1.330 0.072
C -0.952 0.307 -0.252
O -0.747 -0.030 -1.435
C 0.155 0.071 0.677
C 0.334 -1.375 1.125
C 1.349 0.412 -0.578
N 1.766 -0.676 -1.266
O 1.922 1.467 -0.535
H -1.539 2.321 0.038
H -2.789 1.294 -0.673
H -2.402 1.169 1.068
H 0.188 0.780 1.503
H -0.354 -1.599 1.941
H 1.355 -1.548 1.463
H 0.114 -2.072 0.319
H 2.548 -0.536 -1.888
H 1.049 -1.313 -1.578
*
```

Which charges does Mulliken predict for the atoms? In e, they are: -1.2973 0.6474 -0.6226 0.2211 -1.3545 0.4380 -0.3897 -0.6093 0.2915 0.3742 0.3473 0.4304 0.3971 0.3418 0.2960 0.2491 0.2394

***

Which one sits at the top of the stability order? #w does.

***

#w
Molecular formula: C5H9NO2
Method: DFT, wB97M-V/def2-TZVPD

As for the structure (SMILES): C=C(N)CCC(=O)O.

Geometry as ORCA input:
```
! wB97M-V def2-TZVPD RIJCOSX def2/J DEFGRID3
* xyz 0 1
C 1.546 0.735 -0.538
C 0.712 0.255 -1.490
N 1.108 0.005 -2.767
C -0.750 0.013 -1.136
C -1.201 0.339 0.281
C -0.612 -0.352 1.434
O -0.487 -1.545 1.688
O -0.428 0.428 2.530
H 2.499 1.242 -0.686
H 1.289 0.720 0.518
H 0.382 -0.142 -3.452
H 2.054 0.084 -3.086
H -0.806 -1.125 -1.211
H -1.355 0.284 -2.012
H -0.977 1.421 0.362
H -2.278 0.485 0.286
H 0.092 -0.065 3.174
*
```

Which charges does Mulliken predict for the atoms? In e, they are: -1.1024 0.8545 -0.4454 -0.6541 -0.9921 0.5494 -0.6168 -0.4604 0.2901 0.1897 0.1833 0.1890 0.2960 0.4826 0.3807 0.5189 0.3370

***

#x
Molecular formula: C5H9NO2
Method: DFT, wB97M-V/def2-TZVPD

As for the structure (SMILES): C[C@@H](O)/C=C\NC=O.

Geometry as ORCA input:
```
! wB97M-V def2-TZVPD RIJCOSX def2/J DEFGRID3
* xyz 0 1
C 0.515 -0.682 2.005
C 0.004 0.632 1.342
O 1.201 1.146 0.710
C -1.173 0.355 0.477
C -1.031 0.053 -0.823
N 0.138 -0.087 -1.568
C 0.209 -0.565 -2.872
O 1.220 -0.605 -3.482
H 1.393 -0.503 2.640
H 0.892 -1.377 1.209
H -0.234 -1.211 2.613
H -0.260 1.278 2.214
H 1.000 2.063 0.445
H -2.170 0.343 0.892
H -1.956 -0.062 -1.419
H 1.007 0.099 -1.078
H -0.755 -0.876 -3.304
*
```

Which charges does Mulliken predict for the atoms? In e, they are: -1.1483 0.1590 -0.6083 -0.4818 -0.1499 -0.0717 0.0758 -0.5067 0.3122 0.2681 0.3471 0.3025 0.3262 0.3794 0.2545 0.2757 0.2661

***

Which one sits at the top of the stability order? #x does.